{"formula": "C2HNO", "method": "ωB97M-V/def2-TZVPD", "relative_energy_kj_mol": 367.4, "energy_ha": -206.6331, "e_homo_ev": -10.2, "lumo_energy_ha": -0.0438, "elements": ["O", "C", "C", "N", "H"], "xyz": [[-1.279, -0.577, 0.020], [-0.358, 0.321, 0.083], [1.033, -0.071, -0.100], [2.174, -0.233, -0.227], [-1.569, 0.561, 0.224]]}